Molecular formula: C41H68BClN17O4P
Method: DFT, the ωB97M-V functional and the def2-TZVPD basis

The geometry in XYZ format:
```
133
Properties=species:S:1:pos:R:3:forces:R:3:lowdin_charge:R:1
C 2.611 2.132 3.611 0.4 0.5 -0.4 -0.0938
C 2.406 2.808 2.226 -1.4 -0.8 1.4 -0.2686
O 3.209 2.186 1.204 0.0 -0.8 -0.8 -0.2391
P 2.288 1.496 0.038 -0.1 1.6 -0.5 0.5457
O 1.387 2.502 -0.555 0.0 -0.3 0.0 -0.2799
C 1.349 0.146 0.873 -0.1 -0.6 -0.1 -0.1623
C 0.001 -0.218 0.136 1.0 1.0 0.4 -0.1291
C -1.261 0.250 0.958 1.0 0.1 -0.4 -0.3921
N -1.227 -0.222 2.365 0.2 0.1 -0.1 0.1104
C -1.179 1.754 1.002 -0.7 -4.1 -0.4 -0.1740
N -1.063 2.867 1.097 0.3 3.2 0.4 0.2317
C -2.565 -0.327 0.320 0.0 -0.8 -0.1 -0.2366
C -2.337 -0.751 -1.113 -1.0 2.2 5.2 -0.1857
N -2.369 -0.921 -2.218 0.2 -1.1 -4.3 0.2165
B -2.793 -1.752 1.107 0.6 -0.6 0.5 -0.5644
O -3.950 -2.059 1.832 0.9 0.7 -0.2 0.1047
N -1.743 -2.804 1.025 -0.9 0.7 0.6 -0.1175
C -1.618 -3.403 2.383 0.0 -0.6 -0.5 -0.0763
C -2.104 -3.846 0.051 1.1 -0.2 -0.4 -0.0777
C -3.863 0.537 0.467 -0.3 -0.6 -1.1 -0.5525
Cl -4.139 1.073 2.181 0.3 -0.1 -0.7 0.7129
C -4.073 1.651 -0.587 -0.5 1.0 0.2 -0.2249
C -3.823 3.126 -0.174 -0.2 0.5 -0.8 -0.1334
O 3.297 1.005 -1.137 -0.6 -0.5 2.3 -0.2039
C 3.842 -0.328 -0.969 0.9 -0.9 -1.3 -0.2643
C 3.102 -1.288 -1.937 0.2 0.4 0.1 -0.0813
H 3.090 1.139 3.526 -0.6 0.7 -0.1 0.0261
H 1.667 2.023 4.170 0.5 0.1 -0.6 0.0216
H 3.283 2.756 4.225 -0.1 -0.4 -0.1 0.0762
H 2.556 3.894 2.308 0.3 -0.4 -0.5 0.1229
H 1.344 2.648 1.974 0.4 0.5 -0.1 0.0633
H 1.926 -0.787 0.988 0.0 0.5 0.0 0.0945
H 1.149 0.485 1.903 0.2 0.1 -0.4 0.0805
H 0.040 0.356 -0.805 -0.4 -0.6 0.1 0.1143
H 0.011 -1.303 -0.022 -0.4 0.3 -0.1 0.1098
H -0.456 -0.868 2.516 -0.1 0.0 -0.2 0.0941
H -1.059 0.573 2.976 -0.2 -0.3 0.2 0.0947
H -3.823 -1.661 2.708 -0.6 0.1 -0.1 0.1011
H -0.621 -3.869 2.458 -0.3 0.1 0.1 0.0811
H -1.733 -2.653 3.177 0.1 -0.3 -0.3 0.0791
H -2.396 -4.181 2.500 0.3 0.3 0.3 0.0942
H -3.144 -4.215 0.133 0.3 0.2 0.0 0.0950
H -1.419 -4.699 0.214 -0.4 0.2 0.0 0.0710
H -1.856 -3.477 -0.959 -0.5 -0.2 0.2 0.0824
H -4.684 -0.179 0.312 0.3 0.2 0.2 0.0974
H -3.514 1.486 -1.524 0.0 -0.4 0.6 0.1085
H -5.130 1.595 -0.906 0.4 -0.1 0.3 0.0971
H -3.849 3.363 0.893 0.0 -0.4 -0.2 0.0404
H -2.876 3.488 -0.599 -0.2 -0.1 0.4 0.0434
H -4.607 3.741 -0.652 0.3 -0.2 0.2 0.0672
H 4.890 -0.279 -1.308 -0.4 0.2 0.3 0.1182
H 3.881 -0.674 0.074 -0.3 0.2 -0.3 0.0989
H 3.808 -1.927 -2.488 -0.2 0.1 0.5 0.0601
H 2.639 -0.644 -2.705 -0.1 -0.3 0.3 0.0774
H 2.350 -1.927 -1.455 0.2 0.3 -0.2 0.0543
C 6.352 -0.343 2.968 -0.3 0.0 0.2 -0.0511
C 5.297 -0.073 3.957 1.4 -0.4 -1.2 -0.2558
N 4.475 0.135 4.714 -0.7 0.0 1.2 0.1419
H 7.318 -0.407 3.467 0.0 0.0 0.0 0.0809
H 6.150 -1.285 2.458 0.0 0.0 0.0 0.0598
H 6.382 0.461 2.234 0.0 0.0 0.0 0.0802
C -5.062 -2.457 -3.442 -0.4 0.1 -0.1 -0.0773
C -6.450 -2.292 -3.900 1.8 -0.3 0.6 -0.2870
N -7.522 -2.164 -4.252 -1.5 0.2 -0.5 0.1197
H -4.694 -1.520 -3.030 0.0 0.0 0.0 0.0423
H -5.015 -3.226 -2.672 0.0 0.0 0.0 0.0774
H -4.428 -2.750 -4.276 0.0 0.0 0.0 0.0812
C -0.605 5.978 -1.739 -0.3 0.0 -0.1 -0.0514
C -1.981 6.167 -2.227 1.9 -0.3 0.7 -0.2661
N -3.048 6.295 -2.592 -1.5 0.2 -0.5 0.1400
H -0.236 6.907 -1.307 0.0 0.0 0.0 0.0829
H -0.586 5.197 -0.978 0.0 0.0 0.0 0.0675
H 0.042 5.687 -2.564 0.0 0.0 0.0 0.0829
C -7.285 -3.245 3.053 0.1 -0.2 0.3 -0.0734
C -7.094 -4.139 4.206 -0.3 1.2 -1.5 -0.2898
N -6.946 -4.829 5.096 0.2 -1.0 1.2 0.1156
H -8.175 -3.539 2.500 0.0 0.0 0.0 0.0791
H -7.402 -2.218 3.393 0.0 0.0 -0.1 0.0735
H -6.421 -3.303 2.392 0.0 0.0 0.0 0.0630
C 1.110 -6.972 0.472 0.0 0.3 0.0 -0.0548
C 1.400 -5.530 0.452 -0.3 -1.8 0.0 -0.2872
N 1.634 -4.418 0.438 0.3 1.5 0.0 0.1488
H 0.297 -7.195 -0.217 0.0 0.0 0.0 0.0820
H 1.995 -7.531 0.171 0.0 0.0 0.0 0.0770
H 0.821 -7.277 1.476 0.0 0.0 0.0 0.0842
C 4.376 4.414 -0.909 0.1 0.4 -0.1 -0.0557
C 4.695 5.850 -0.952 -0.4 -1.9 0.0 -0.2791
N 4.943 6.959 -0.985 0.4 1.5 -0.1 0.1188
H 3.556 4.195 -1.591 0.0 0.0 0.1 0.0807
H 5.249 3.833 -1.204 0.0 0.0 0.0 0.0852
H 4.084 4.129 0.098 0.0 0.0 0.0 0.0581
C 5.572 -6.040 0.468 0.1 0.6 0.7 -0.0948
C 5.850 -4.597 0.453 -0.4 -2.0 0.1 -0.2684
N 6.049 -3.480 0.441 0.3 1.7 0.0 0.1240
H 4.761 -6.262 -0.211 -0.1 0.0 0.1 0.0359
H 6.453 -6.594 0.168 0.0 0.0 0.0 0.0609
H 5.288 -6.347 1.475 0.0 0.1 0.0 0.0862
C 8.609 6.281 -2.129 0.0 -0.3 -0.1 -0.0637
C 8.684 4.973 -2.799 -0.1 1.8 0.9 -0.2907
N 8.741 3.963 -3.314 0.1 -1.4 -0.7 0.1177
H 7.599 6.449 -1.757 0.0 0.0 0.0 0.0506
H 9.306 6.308 -1.293 0.0 0.0 0.0 0.0804
H 8.865 7.072 -2.831 0.0 0.0 0.0 0.0814
C 1.514 -1.945 -5.823 0.1 -0.2 0.3 -0.0550
C 1.779 -2.868 -4.709 -0.4 1.2 -1.5 -0.2773
N 1.984 -3.575 -3.845 0.3 -1.1 1.1 0.1403
H 0.617 -2.258 -6.355 0.0 0.0 0.0 0.0823
H 1.368 -0.937 -5.440 0.0 0.0 0.0 0.0817
H 2.357 -1.946 -6.512 0.0 0.0 0.0 0.0820
C 0.686 3.161 7.141 0.0 -0.3 -0.2 -0.0519
C 0.703 1.895 6.396 -0.1 1.6 1.2 -0.2777
N 0.716 0.919 5.816 -0.2 -1.4 -0.7 0.1424
H -0.315 3.350 7.525 0.0 0.0 0.0 0.0824
H 1.383 3.107 7.976 0.0 0.0 0.0 0.0839
H 0.978 3.980 6.485 0.0 0.0 0.0 0.0819
C -6.495 6.250 -3.024 -0.2 0.0 0.3 -0.0783
C -7.614 6.513 -2.106 1.5 -0.3 -1.3 -0.2922
N -8.478 6.715 -1.396 -1.2 0.2 1.0 0.1146
H -5.556 6.235 -2.472 0.0 0.0 -0.1 0.0319
H -6.637 5.287 -3.512 0.0 0.0 0.0 0.0769
H -6.447 7.029 -3.783 0.0 0.0 0.0 0.0800
C -8.759 1.331 -0.969 0.0 -0.2 0.3 -0.0586
C -8.570 0.437 0.185 -0.2 1.2 -1.5 -0.2773
N -8.424 -0.252 1.075 0.3 -1.0 1.2 0.1321
H -9.652 1.040 -1.518 0.0 0.0 0.0 0.0831
H -8.869 2.358 -0.626 0.0 0.0 0.0 0.0830
H -7.897 1.266 -1.631 0.0 0.0 0.0 0.0710
C 5.223 -6.030 -3.729 0.0 -0.1 0.2 -0.0471
C 5.471 -6.943 -2.604 -0.3 1.1 -1.7 -0.2520
N 5.663 -7.641 -1.728 0.2 -1.3 0.6 0.1336
H 4.326 -6.341 -4.261 0.0 0.0 0.0 0.0822
H 5.082 -5.017 -3.356 0.0 0.0 0.0 0.0754
H 6.069 -6.044 -4.415 0.0 0.0 0.0 0.0837
```
Forces are in eV/Å.

- orbital gap (eV) = 9.49
- LUMO level (eV) = 0.112
- E_HOMO (eV) = -9.38
- molecular weight (g/mol) = 940.3
- maximum force (Eh/bohr) = 0.1120